No. 1
A structure of composition C27H51CrF5O35P5 in a non-equilibrium geometry. Source: OMol25; level of theory: ωB97M-V/def2-TZVPD.

Its expectation value of S² is 6.0095. The largest force on an atom is 0.062 Eh/bohr. Its multiplicity is 5. Its net charge is -1. The energy relative to the best compared isomer or geometry (same formula, charge and spin) is 0.0 kcal/mol. The HOMO energy (spin up / spin down) is -3.78 / -5.83 eV. The electronic energy comes out at -6944.12111 Ha. The value obtained for the orbital gap (spin up / spin down) is 5.2 / 7.3 eV.

XYZ file:
```
124
C27H51CrF5O35P5, DFT ωB97M-V/def2-TZVPD
Cr -1.44425 1.45692 -0.80220
P -0.37106 -0.11976 0.61629
O -1.82937 -0.39966 -0.01274
O -0.83468 1.26418 1.18557
O 0.33531 0.39038 -0.68172
O 0.24696 -1.19020 1.51411
C 2.46126 2.05478 2.71248
C 1.69120 2.93088 1.75449
O 2.64928 3.40630 0.84471
C 3.85784 3.30630 1.46843
O 4.85945 3.71947 0.95609
O 3.77126 2.68632 2.64737
F 0.95523 3.87878 2.41668
H 2.46270 1.00860 2.41993
H 2.14390 2.34168 3.71498
H 1.02504 2.26404 1.20471
C -2.17162 -0.30458 3.54117
C -0.89605 0.36066 4.01215
O -0.82244 -0.14187 5.34395
C -1.97483 -0.72415 5.73003
O -2.19184 -0.97474 6.87921
O -2.78625 -0.91370 4.67729
F -0.99475 1.71454 3.98705
H -1.90855 -1.06740 2.80636
H -2.82173 0.39098 3.01397
H 0.01858 -0.03500 3.57670
C 1.68325 -3.15690 3.45265
C 2.35664 -1.81475 3.83527
O 3.70640 -2.10844 3.83831
C 3.87691 -3.44351 4.06668
O 4.92055 -3.98116 4.27250
O 2.74292 -4.08564 3.79060
F 1.97810 -1.36388 5.07526
H 1.34938 -3.19570 2.42167
H 0.85672 -3.31097 4.14541
H 2.10160 -1.02257 3.13018
C 0.78968 -2.33491 -1.71502
C 0.86940 -3.47603 -0.72190
O 1.93769 -4.24864 -1.27852
C 2.27970 -3.80903 -2.48663
O 3.14566 -4.28094 -3.16093
O 1.37701 -2.90442 -2.89255
F -0.19203 -4.32188 -0.60576
H 1.45314 -1.53251 -1.40750
H -0.22138 -2.01037 -1.93920
H 1.19952 -3.14776 0.26080
C -1.66949 -3.91338 2.16891
C -2.68249 -3.60789 1.10286
O -3.83753 -3.28958 1.88683
C -3.66205 -3.63619 3.15775
O -4.49817 -3.74269 3.99771
O -2.38985 -4.08339 3.39023
F -2.91790 -4.64481 0.26735
H -1.08447 -3.00475 2.35174
H -0.90749 -4.65275 1.92813
H -2.30141 -2.72677 0.58813
C 1.56316 1.75975 -3.21334
O 1.64965 2.81746 -2.24017
P 0.50991 3.84835 -1.86754
O -0.48994 3.38837 -0.88132
O 1.26331 5.21578 -1.51358
C 0.46365 6.17298 -0.81259
O -0.05841 4.26408 -3.32533
C -1.36808 3.92028 -3.78350
H 2.37589 1.86255 -3.92843
H 0.59511 1.86904 -3.69957
H 1.64409 0.80472 -2.70341
H 0.54963 5.99067 0.25958
H -0.58930 6.12176 -1.10378
H 0.85473 7.14744 -1.10139
H -1.93170 3.15123 -3.25888
H -1.40889 3.91052 -4.86897
H -1.95186 4.82204 -3.53314
C -2.33580 3.97478 1.95574
O -3.31199 4.50227 1.04491
P -4.06060 3.42270 0.14540
O -3.25857 2.61980 -0.78299
O -5.20290 4.28956 -0.55444
C -5.84454 3.72709 -1.70159
O -4.96283 2.61155 1.19553
C -4.94889 1.16994 1.24905
H -2.15857 2.90676 1.78546
H -2.65694 3.93125 3.00180
H -1.40202 4.52525 1.91860
H -6.87177 4.09346 -1.71454
H -5.86588 2.64210 -1.62925
H -5.43514 4.10405 -2.63827
H -5.14395 0.77340 2.23900
H -3.97362 0.81035 0.90204
H -5.63706 0.79417 0.48962
C 5.29348 -4.76277 0.40558
O 5.54899 -3.56659 -0.26101
P 5.47012 -2.10237 0.30066
O 5.76319 -1.97243 1.73623
O 3.97427 -1.70202 -0.14560
C 3.51222 -0.37126 0.15202
O 6.38458 -1.26549 -0.67531
C 7.77162 -1.57235 -0.67486
H 5.42885 -4.65175 1.48675
H 5.94376 -5.59370 0.12232
H 4.28553 -5.15365 0.23975
H 4.29508 0.31703 0.46715
H 2.79332 -0.45795 0.97372
H 2.92420 -0.04552 -0.70367
H 8.11440 -1.81910 0.33344
H 8.31874 -0.67614 -0.96555
H 8.06036 -2.38443 -1.34220
C -3.72373 -1.75786 -2.98559
O -3.21113 -1.03594 -4.09593
P -1.99864 -0.02136 -4.02015
O -2.02052 0.87270 -2.85516
O -0.68548 -0.89227 -4.28407
C -0.63996 -2.10519 -5.01877
O -2.12520 0.73643 -5.44166
C -3.29911 1.50157 -5.65117
H -3.75494 -2.82678 -3.19359
H -4.72482 -1.41292 -2.72518
H -3.09520 -1.60166 -2.10151
H 0.11794 -2.16360 -5.79968
H -1.58186 -2.14326 -5.58013
H -0.53838 -2.96595 -4.36336
H -4.03763 1.37583 -4.85384
H -3.73330 1.22432 -6.61062
H -3.12124 2.57939 -5.64777
```

No. 2
A cluster of 3 separate species, C27H51F4N3O7 in total. Source: OMol25; level of theory: ωB97M-V/def2-TZVPD.

The largest force on an atom is 0.016 Eh/bohr. Its multiplicity is 1. The HOMO energy is -9.61 eV. The electronic energy comes out at -2149.82248 Ha. The value obtained for the orbital gap is 10.1 eV. Its SMILES is CC(=O)NCCCC[C@@]1(CCCOC(C)=O)C(=O)N[C@](C)(F)[C@@]1(N)C[C@H](O)C(F)(F)F.CCOCC.CCOCC.

XYZ file:
```
92
C27H51F4N3O7, DFT ωB97M-V/def2-TZVPD
C -1.92858 -4.12433 2.91138
C -1.67661 -3.56169 1.53168
O -1.90337 -4.18179 0.52026
N -1.12350 -2.29332 1.50542
C -1.16781 -1.59876 0.21084
C -0.01960 -2.01412 -0.71909
C 1.07390 -0.93528 -0.90017
C 2.39734 -1.41876 -0.29769
C 3.61691 -0.40709 -0.24969
C 3.25195 0.90269 -0.95921
C 4.29246 2.01540 -1.09431
C 3.69930 3.14296 -1.93062
O 4.37463 4.38951 -1.71862
C 5.67150 4.41303 -2.16270
C 6.69706 4.61931 -1.07831
O 5.94110 4.28691 -3.31596
C 3.77879 -0.19968 1.25073
O 3.33637 0.69376 1.91429
N 4.50025 -1.28439 1.76517
C 5.07135 -2.09192 0.71976
C 4.55546 -3.52565 0.64391
F 6.44366 -2.22548 1.00596
C 4.96297 -1.12981 -0.53744
N 6.06390 -0.17184 -0.45501
C 5.16245 -1.85433 -1.88612
C 3.96698 -2.10562 -2.80709
O 3.35620 -3.36585 -2.62754
C 4.39037 -1.93648 -4.26967
F 5.60145 -2.49155 -4.51797
F 4.48296 -0.62502 -4.57085
F 3.52075 -2.49785 -5.11537
H -1.77543 -5.20129 2.87420
H -2.96508 -3.93624 3.19990
H -1.26211 -3.68841 3.65527
H -1.50775 -1.72080 2.24974
H -2.13263 -1.77856 -0.27173
H -1.11645 -0.53433 0.45034
H -0.43278 -2.27919 -1.69298
H 0.41942 -2.92818 -0.31355
H 1.18974 -0.72897 -1.96655
H 0.74937 -0.01512 -0.41197
H 2.16397 -1.75012 0.71945
H 2.67850 -2.31924 -0.83970
H 2.43091 1.31566 -0.36840
H 2.86447 0.69282 -1.96078
H 5.18104 1.63546 -1.59721
H 4.58190 2.40375 -0.11362
H 3.75763 2.88753 -2.99431
H 2.64983 3.32106 -1.69082
H 6.23443 4.87230 -0.12733
H 7.40177 5.39200 -1.38273
H 7.24342 3.68059 -0.96132
H 4.06585 -1.75480 2.54620
H 3.97838 -3.78321 1.53399
H 3.92019 -3.70158 -0.22190
H 5.40655 -4.20369 0.59140
H 6.12017 0.26265 0.45980
H 6.93851 -0.65291 -0.62339
H 5.66796 -2.81405 -1.73043
H 5.86831 -1.23153 -2.43824
H 3.18548 -1.35902 -2.65435
H 4.03649 -4.04982 -2.66398
C -2.51972 3.66057 3.08224
C -1.97598 2.48711 2.28665
O -2.45974 1.22483 2.71694
C -3.86420 1.03701 2.63540
C -4.42643 1.15454 1.23010
H -2.33802 3.51535 4.14789
H -2.02356 4.57939 2.76780
H -3.59185 3.79637 2.93435
H -0.89432 2.42583 2.40977
H -2.17029 2.62962 1.21722
H -4.38427 1.72309 3.31307
H -4.03379 0.02929 3.01747
H -4.33258 2.16795 0.83657
H -5.48683 0.89583 1.22967
H -3.90355 0.48024 0.54902
C -9.43713 -0.34695 -1.27179
C -9.25170 -0.36729 0.23558
O -8.37961 0.63818 0.72426
C -8.77501 1.97559 0.47265
C -10.10965 2.35703 1.08978
H -8.47059 -0.38978 -1.77564
H -10.02817 -1.20944 -1.58189
H -9.95840 0.54928 -1.61051
H -8.78797 -1.30635 0.53809
H -10.22310 -0.31323 0.74005
H -8.78097 2.18007 -0.60413
H -7.98219 2.58626 0.90643
H -10.94146 1.81624 0.63670
H -10.29184 3.42257 0.94550
H -10.10972 2.14506 2.15981
```